Record 1
The following is a DFT calculation (wB97M-V/def2-TZVPD) of a single C5H11N molecule.

The geometry in XYZ format:
```
17
Properties=species:S:1:pos:R:3:forces:R:3:lowdin_charge:R:1
C 1.8898 -0.1524 -0.5713 0.3 -0.2 -0.1 -0.1073
N 0.8494 0.6847 -0.0397 0.2 -0.2 -0.1 -0.1217
C 0.3990 0.4886 1.3197 0.1 0.1 0.3 -0.0915
C -0.4897 0.1464 0.1765 0.1 0.3 -0.5 -0.5248
C -1.4651 1.1463 -0.3962 -0.5 -0.1 0.1 -0.0423
C -0.8381 -1.3200 -0.0542 0.1 0.0 -0.1 -0.0361
H 1.8661 -1.1860 -0.1991 0.1 0.0 0.0 0.0689
H 1.7959 -0.1725 -1.6623 0.1 -0.1 0.1 0.0860
H 2.8600 0.2836 -0.3219 0.0 -0.1 0.0 0.0817
H 0.2482 1.3807 1.9244 0.0 -0.1 -0.1 0.1049
H 0.8411 -0.3553 1.8543 -0.2 0.1 0.0 0.1116
H -2.4696 0.8964 -0.0678 -0.4 0.2 0.0 0.0716
H -1.4364 1.1135 -1.4940 0.0 -0.2 0.2 0.0845
H -1.2324 2.1812 -0.1244 0.1 -0.3 0.2 0.0823
H -1.7128 -1.6291 0.5337 0.2 0.3 -0.1 0.0848
H -1.0798 -1.5102 -1.1057 0.1 0.1 0.1 0.0818
H -0.0256 -1.9960 0.2280 -0.1 0.2 0.0 0.0656
```
Positions in Å, forces in eV/Å.

Properties
Charge: 0
Orbital gap, eV: 9.9
E_HOMO, eV: -8.849


Record 2
The following is a DFT calculation (wB97M-V/def2-TZVPD) of a single C5H9OP molecule.

The geometry in XYZ format:
```
16
Properties=species:S:1:pos:R:3:forces:R:3:lowdin_charge:R:1
C -0.8369 1.1712 0.5400 -1.5 1.2 1.2 -0.2581
C 0.4100 1.2438 0.9208 1.1 -0.4 3.6 -0.1823
C -1.2527 0.6916 -0.6824 -3.8 -2.3 -2.9 -0.2057
C -2.5901 0.4785 -0.8049 1.1 1.1 1.4 0.0516
C 1.6270 -1.3683 -0.2117 -3.6 0.2 2.6 -0.2003
O 1.9898 0.9887 -1.3031 0.3 1.1 -2.2 -0.3760
P 1.7467 0.3976 -0.0058 0.7 0.4 2.5 0.5577
H -1.7504 1.4780 1.1465 1.7 -0.1 -0.3 0.1317
H 0.4077 1.5688 2.0341 1.2 -0.5 -1.9 0.1080
H 2.8275 0.4616 0.9020 -0.1 0.3 0.2 0.0218
H -0.6723 0.2722 -1.4991 0.6 0.6 0.3 0.1021
H -3.2336 0.7960 0.0424 0.2 -0.3 -0.8 0.0705
H -3.0339 0.0629 -1.6631 -0.5 -0.5 -0.9 0.0415
H 0.9281 -1.3749 -1.0286 -0.9 -0.6 -0.2 0.0273
H 2.4827 -1.6965 -0.6645 2.6 -0.9 -0.5 0.0114
H 1.2483 -1.9375 0.7250 0.8 0.7 -1.8 0.0988
```
Positions in Å, forces in eV/Å.

Properties
Charge: 0
Orbital gap, eV: 9.5
E_HOMO, eV: -9.251


Record 3
The following is a DFT calculation (wB97M-V/def2-TZVPD) of a molecular structure, C22H27AuClIN4O3Sb.

The geometry in XYZ format:
```
60
Properties=species:S:1:pos:R:3:forces:R:3:lowdin_charge:R:1
Au 0.9113 -0.9105 0.0505 -0.5 -1.2 -0.6 1.3931
Cl 5.1435 -5.9096 2.0910 -0.1 0.1 -0.1 0.7454
C 4.1893 -4.8197 1.1440 0.1 -0.2 0.1 -0.5960
C 4.3452 -4.7784 -0.2080 0.0 0.1 -0.2 -0.1396
C 3.5851 -3.8887 -0.9976 -0.1 0.0 -0.3 -0.6264
I 3.8311 -3.8461 -3.0613 0.0 0.0 0.1 0.9798
C 2.6453 -3.0568 -0.4381 -0.1 0.0 -0.1 -0.3951
O 1.8440 -2.2408 -1.1479 0.2 0.0 0.5 -0.2605
C 2.5021 -3.1092 0.9578 -0.2 0.1 0.2 -0.1328
N 1.5639 -2.2640 1.5034 0.1 0.8 -0.3 0.0107
C 1.3313 -2.2531 2.7968 -0.1 0.1 0.1 -0.0707
C 2.0495 -3.0791 3.6696 -0.1 -0.1 0.0 -0.0008
C 3.0023 -3.9246 3.1651 0.0 0.0 -0.1 0.0304
C 3.2502 -3.9747 1.7747 -0.2 0.1 0.3 -0.1509
H 5.0654 -5.4333 -0.6792 0.0 0.0 0.0 0.1062
H 0.5597 -1.5800 3.1593 0.2 -0.1 -0.1 0.1247
H 1.8428 -3.0363 4.7301 0.0 0.0 -0.1 0.1235
H 3.5681 -4.5714 3.8227 0.0 0.0 0.0 0.1086
N 0.0594 -1.6777 -3.7531 0.2 0.3 -0.1 0.1092
C 1.1582 -0.8648 -3.9952 -0.3 -0.2 0.0 -0.0662
C 1.2829 -0.0847 -2.9032 -0.1 0.3 0.4 -0.1224
N 0.2681 -0.4011 -1.9985 0.9 -0.2 0.6 -0.1041
C -0.4350 -1.3851 -2.5520 -0.1 0.1 0.1 -0.1770
H -0.2818 -2.3978 -4.3655 -0.1 0.0 -0.1 0.1692
H 1.7349 -0.9245 -4.9026 -0.1 0.0 0.0 0.1270
H 2.0099 0.6873 -2.6923 -0.1 -0.2 0.0 0.1262
H -1.2965 -1.8662 -2.1092 0.2 0.0 0.0 0.1402
O 2.4338 0.5976 1.9374 -0.3 -0.1 0.0 0.0476
C 1.2784 0.7786 2.2583 -0.4 0.1 -0.3 -0.5312
C 0.7620 1.4551 3.5053 -0.3 -0.1 0.0 -0.0677
C -0.7560 1.2348 3.4502 0.4 0.2 0.0 -0.0666
C -1.0325 0.6809 2.0652 0.3 0.0 0.0 -0.5469
O -2.1187 0.5805 1.5652 -0.3 -0.6 0.2 -0.0209
N 0.1910 0.3569 1.4727 0.9 -0.2 0.3 -0.0457
H 1.0367 2.5076 3.4819 0.0 0.1 -0.1 0.1310
H 1.2448 1.0185 4.3775 0.0 0.0 0.0 0.1264
H -1.3426 2.1381 3.6008 0.0 0.0 0.0 0.1260
H -1.0973 0.5039 4.1836 0.0 0.0 0.0 0.1282
C -1.4953 4.3581 0.9376 -0.2 -0.1 0.0 -0.1900
C -2.6090 3.4739 0.3690 0.1 0.1 -0.3 -0.4338
Sb -1.8013 1.9225 -0.8754 0.7 0.0 -0.2 1.4194
C -3.6110 1.0955 -1.6969 0.0 0.2 0.2 -0.4381
C -4.1464 -0.0974 -0.8973 0.0 0.2 -0.2 -0.2023
C -1.1799 3.1129 -2.5823 -0.7 0.2 0.2 -0.4562
C -2.2040 4.1936 -2.9607 0.4 0.0 -0.3 -0.1959
H -1.9004 5.1083 1.6198 0.1 0.0 0.0 0.0707
H -0.9581 4.8875 0.1473 0.0 0.0 0.0 0.0621
H -0.7582 3.7670 1.4951 0.0 0.0 -0.1 0.0440
H -3.3093 4.0529 -0.2361 0.0 0.1 0.2 0.0449
H -3.1638 2.9638 1.1561 0.0 0.1 0.0 0.0419
H -3.3770 0.8273 -2.7304 -0.1 0.0 0.0 0.0425
H -4.3281 1.9201 -1.7077 -0.1 -0.2 -0.1 0.0476
H -3.4489 -0.9422 -0.9165 0.0 0.1 0.0 0.0442
H -5.0981 -0.4391 -1.3133 0.1 0.0 0.0 0.0680
H -4.3100 0.1617 0.1503 0.0 0.0 -0.1 0.0551
H -1.0293 2.3934 -3.3935 0.0 0.1 0.0 0.0285
H -0.2098 3.5452 -2.3250 0.0 0.0 -0.1 0.0341
H -3.1880 3.7646 -3.1743 0.1 0.0 0.1 0.0608
H -1.8827 4.7334 -3.8595 -0.1 0.0 0.1 0.0668
H -2.3210 4.9355 -2.1658 0.0 -0.1 0.0 0.0539
```
Positions in Å, forces in eV/Å.

Properties
Charge: +1
Orbital gap (spin up / spin down), eV: 4.3 / 4.3
E_HOMO (spin up / spin down), eV: -9.575 / -9.574


no.,strongest force on any atom (eV/Å)
1,0.6
2,5.3
3,1.5